[1]
Density functional theory data (wB97M-V/def2-TZVPD) for a 2-piece molecular cluster, C6H14N2O2 overall in a non-equilibrium geometry.

Each line ends with the Mulliken charge.
Geometry (Å):
1 C -2.0846 -0.1962 1.3351  -0.9157
2 N -1.3943 0.6915 0.3385  -0.3611
3 C -0.6565 1.7480 0.7959  0.7580
4 C 0.1305 2.6166 -0.2649  -1.0399
5 O -0.3346 1.6590 1.9835  -0.6115
6 H -1.3351 -0.2168 2.2472  0.2572
7 H -3.0394 0.0397 1.4821  0.4340
8 H -2.1171 -1.2731 0.8497  0.2651
9 H -2.0348 0.8471 -0.4574  0.2806
10 H -0.5845 3.3142 -0.8994  0.2815
11 H 0.7898 3.1686 0.4397  0.3204
12 H 0.8316 1.9960 -0.8127  0.3069
13 C 1.4572 -1.9411 1.0967  -0.9701
14 N 0.8938 -1.0684 0.0620  0.0846
15 C 1.3426 -1.1550 -1.2755  0.5541
16 C 0.4292 -0.5517 -2.2895  -0.8166
17 O 2.4169 -1.6015 -1.6484  -0.5983
18 H 1.5770 -2.9290 0.6572  0.3251
19 H 2.4255 -1.5609 1.6471  0.2523
20 H 0.8792 -1.9207 2.0434  0.3207
21 H 0.1186 -0.4997 0.3831  0.2113
22 H 0.5886 -0.8715 -3.3442  0.3219
23 H -0.5927 -0.8922 -2.1450  0.2459
24 H 0.2931 0.5970 -2.2242  0.0936

* strongest force on any atom: 7.102 eV/Å
* 2S+1: 1
* relative energy (zero: lowest compared OMol25 entry of this formula, charge and spin): 2.592 eV
* SMILES string: CNC(C)=O.CNC(C)=O
* orbital gap: 9.86 eV

[2]
Density functional theory data (wB97M-V/def2-TZVPD) for C8H16Br2NO8S4 as an isolated structure in a non-equilibrium geometry.

Each line ends with the Mulliken charge.
Geometry (Å):
1 O 3.7753 3.7870 4.1286  -0.3159
2 C 3.8672 3.1996 3.1432  0.4605
3 Br 5.4170 1.9466 2.9630  -0.2685
4 C 2.9185 3.3147 1.9166  -0.6965
5 S 1.8821 4.8259 1.9143  1.1490
6 O 1.0530 4.8158 0.7036  -0.6586
7 O 2.8327 5.9303 1.7897  -0.7251
8 N 1.0535 5.0691 3.3133  -0.4641
9 S 0.1620 3.7386 3.7578  1.0890
10 O 1.0147 2.7994 4.4731  -0.6094
11 O -0.8822 4.2067 4.6695  -0.7233
12 C -0.7415 2.9765 2.3522  -0.7565
13 C -0.1847 1.6206 1.8559  0.4334
14 O 0.2448 0.7803 2.5288  -0.3690
15 Br -0.2354 1.2174 -0.0969  -0.2053
16 H 2.3445 2.3726 1.7480  0.2880
17 H 3.5918 3.4014 1.0274  0.5135
18 H -0.8745 3.6619 1.4835  0.4315
19 H -1.7782 2.7698 2.7180  0.4126
20 C 0.7009 -0.7131 -4.3385  -0.9341
21 S -0.7999 -0.4294 -3.3824  0.4613
22 O -0.7487 -1.3272 -2.2008  -0.4874
23 C -1.9249 -1.1765 -4.5750  -0.9732
24 H 1.5494 -0.3531 -3.7581  0.3006
25 H 0.8198 -1.7798 -4.5344  0.2872
26 H 0.6435 -0.1612 -5.2776  0.3740
27 H -1.6392 -2.2136 -4.7558  0.2754
28 H -1.8965 -0.6090 -5.5064  0.3848
29 H -2.9320 -1.1445 -4.1617  0.3190
30 C -1.3551 -4.1001 0.0443  -0.7920
31 S -1.9089 -5.0092 -1.4062  0.5401
32 O -3.2353 -4.4585 -1.7983  -0.6154
33 C -2.2064 -6.5697 -0.5524  -0.9554
34 H -1.1474 -3.0727 -0.2562  0.2410
35 H -2.1358 -4.1071 0.8062  0.3110
36 H -0.4438 -4.5562 0.4334  0.3293
37 H -2.9336 -6.4225 0.2473  0.2933
38 H -1.2675 -6.9453 -0.1437  0.3445
39 H -2.5995 -7.2855 -1.2733  0.3106

* strongest force on any atom: 4.095 eV/Å
* 2S+1: 1
* charge: -1
* orbital gap: 8.10 eV

[3]
Density functional theory data (wB97M-V/def2-TZVPD) for CdFH2O as an isolated structure in a non-equilibrium geometry.

Each line ends with the Mulliken charge.
Geometry (Å):
1 H 1.5383 -0.7240 0.3552  0.6103
2 F 2.3600 -1.3252 0.9530  -0.4592
3 Cd 2.4256 -1.4682 -1.3620  1.3097
4 O 0.9032 -0.3817 -1.2887  -0.8133
5 H 0.7008 0.2717 -1.9637  0.3524

* strongest force on any atom: 5.343 eV/Å
* 2S+1: 1
* relative energy (zero: lowest compared OMol25 entry of this formula, charge and spin): 1.118 eV
* charge: +1
* orbital gap: 9.14 eV

[4]
Density functional theory data (wB97M-V/def2-TZVPD) for one molecule with the formula C4H7N3 in a non-equilibrium geometry.

Each line ends with the Mulliken charge.
Geometry (Å):
1 N -2.5408 -0.4205 0.0023  -0.6099
2 C -1.1543 -0.1135 -0.1053  0.7536
3 C -0.7277 1.2399 -0.0867  -0.8977
4 N 0.7067 1.0942 0.0359  -0.0964
5 C 1.1022 -0.2475 0.0177  0.1700
6 N 2.4539 -0.3587 0.0036  -0.5689
7 C 0.0377 -1.0159 -0.0850  -0.6805
8 H -2.6582 -1.4491 -0.0310  0.2840
9 H -2.8270 -0.1173 0.9884  0.2818
10 H -1.2897 2.1530 -0.0940  0.3808
11 H 1.4207 1.7758 -0.0494  0.2174
12 H 2.9513 -0.3358 0.8561  0.2290
13 H 2.6342 -1.2989 -0.4789  0.2731
14 H -0.1172 -2.1110 0.0717  0.2637

* strongest force on any atom: 4.969 eV/Å
* 2S+1: 1
* relative energy (zero: lowest compared OMol25 entry of this formula, charge and spin): 1.010 eV
* SMILES string: Nc1c[nH]c(N)c1
* orbital gap: 8.35 eV